Entry 1:
{"formula": "C42H42AsF6N2O5PtS", "method": "ωB97M-V/def2-TZVPD", "elements": ["Pt", "C", "C", "C", "O", "C", "C", "O", "C", "O", "C", "C", "C", "C", "C", "C", "C", "C", "C", "C", "C", "C", "C", "O", "C", "C", "C", "C", "C", "C", "C", "C", "C", "C", "C", "C", "H", "H", "H", "H", "H", "H", "H", "H", "H", "H", "H", "H", "H", "H", "H", "H", "H", "H", "H", "H", "H", "H", "H", "H", "H", "H", "H", "H", "F", "As", "F", "F", "F", "F", "F", "C", "C", "C", "N", "C", "S", "N", "C", "O", "C", "C", "C", "C", "C", "C", "H", "H", "H", "H", "H", "H", "H", "H", "H", "H", "H", "H", "H", "H"], "coordinates": [[1.6618, -0.0371, 0.3895], [-2.0191, -4.1508, 3.5956], [-2.1207, -2.6390, 3.5529], [-3.1753, -2.0877, 4.4914], [-2.4159, -2.1939, 2.2318], [-1.2162, -1.6735, 1.6678], [-0.5584, -1.0794, 2.9170], [-0.8377, -2.0984, 3.8719], [0.9326, -0.7057, 2.9080], [0.9863, 0.4865, 2.1300], [1.8569, -1.7210, 2.2292], [3.1162, -1.3071, 1.7421], [3.9756, -2.2346, 1.1190], [3.6148, -3.5520, 1.0153], [2.4021, -3.9832, 1.5638], [1.5420, -3.0916, 2.1569], [1.4006, -0.4017, 4.3234], [1.4411, 0.9121, 4.7705], [1.8470, 1.1936, 6.0687], [2.2163, 0.1678, 6.9241], [2.1791, -1.1466, 6.4776], [1.7726, -1.4295, 5.1839], [-1.5026, -0.8082, 0.4261], [-0.2858, -0.6971, -0.2865], [-2.4046, -1.6435, -0.5035], [-3.7774, -1.4393, -0.5812], [-4.5632, -2.2364, -1.4017], [-3.9866, -3.2448, -2.1583], [-2.6165, -3.4526, -2.0882], [-1.8315, -2.6600, -1.2653], [-2.1656, 0.5412, 0.7072], [-2.9746, 0.7802, 1.8148], [-3.6014, 2.0073, 1.9887], [-3.4491, 3.0149, 1.0497], [-2.6783, 2.7743, -0.0781], [-2.0549, 1.5485, -0.2433], [-3.0091, -4.6003, 3.5250], [-1.5535, -4.4639, 4.5301], [-1.4198, -4.5064, 2.7569], [-4.1691, -2.3091, 4.1022], [-3.0608, -1.0079, 4.5866], [-3.0738, -2.5352, 5.4798], [-0.6120, -2.4903, 1.2657], [-1.0577, -0.1457, 3.1908], [3.5154, -0.3243, 1.9882], [4.9238, -1.8878, 0.7395], [4.2783, -4.2597, 0.5375], [2.1379, -5.0323, 1.5245], [0.6285, -3.4423, 2.6095], [1.1611, 1.7135, 4.1006], [1.8784, 2.2211, 6.4079], [2.5371, 0.3894, 7.9337], [2.4684, -1.9535, 7.1383], [1.7397, -2.4569, 4.8440], [-4.2423, -0.6551, 0.0013], [-5.6310, -2.0637, -1.4495], [-4.5996, -3.8612, -2.8033], [-2.1520, -4.2273, -2.6844], [-0.7618, -2.8143, -1.2294], [-3.1447, -0.0064, 2.5337], [-4.2196, 2.1701, 2.8626], [-3.9360, 3.9713, 1.1884], [-2.5640, 3.5447, -0.8321], [-1.4784, 1.3480, -1.1302], [2.8761, -0.3664, -1.3365], [4.5181, -0.2934, -2.1880], [3.6303, -0.4464, -3.6536], [4.2999, 1.4185, -2.2419], [6.0280, -0.2254, -2.9829], [5.2286, -0.1082, -0.6177], [4.5759, -2.0034, -2.0082], [3.6237, 4.3138, -3.4949], [2.2278, 4.9058, -3.5804], [1.2562, 4.3009, -2.5783], [0.9336, 2.9185, -2.9322], [0.8568, 1.8812, -2.1156], [1.3317, 2.0777, -0.4660], [0.3970, 0.6854, -2.5443], [-0.1190, 0.2432, -3.7890], [-0.1118, -0.9347, -4.0160], [-0.7257, 1.2263, -4.7360], [-0.3324, 1.2052, -6.0689], [-0.9192, 2.0811, -6.9700], [-1.9141, 2.9514, -6.5465], [-2.3261, 2.9527, -5.2198], [-1.7267, 2.0976, -4.3086], [4.2718, 4.7329, -4.2643], [3.6056, 3.2336, -3.6270], [4.0781, 4.5109, -2.5229], [1.8186, 4.7664, -4.5876], [2.2445, 5.9849, -3.4119], [0.3211, 4.8682, -2.5704], [1.6583, 4.3136, -1.5668], [0.5476, 2.7976, -3.8582], [0.2697, -0.0333, -1.8084], [0.4282, 0.5046, -6.3873], [-0.6066, 2.0771, -8.0055], [-2.3771, 3.6262, -7.2542], [-3.1170, 3.6162, -4.8962], [-2.0447, 2.0937, -3.2723]], "forces_ev_per_angstrom": [[0.46, 0.27, 0.51], [-0.01, -0.01, 0.00], [0.03, 0.00, -0.01], [-0.01, -0.01, 0.02], [-0.05, 0.05, 0.03], [-0.02, 0.05, -0.08], [0.06, -0.11, 0.03], [0.01, -0.03, -0.03], [-0.02, 0.16, -0.14], [-0.06, -0.11, -0.17], [0.00, -0.18, -0.02], [-0.05, 0.01, 0.08], [0.02, 0.13, 0.04], [0.00, -0.04, -0.01], [0.01, -0.01, -0.02], [0.00, 0.07, -0.03], [0.02, -0.02, 0.01], [-0.02, 0.02, 0.02], [0.01, 0.01, 0.01], [0.01, -0.01, 0.00], [0.00, 0.01, 0.00], [0.00, 0.00, 0.00], [0.11, 0.05, 0.04], [0.10, 0.01, -0.25], [-0.03, -0.05, 0.00], [0.00, 0.01, 0.01], [0.00, 0.00, 0.00], [0.01, 0.00, 0.00], [-0.02, 0.01, -0.02], [0.00, 0.02, 0.03], [0.01, 0.01, 0.01], [0.04, -0.01, 0.00], [-0.01, 0.00, 0.01], [0.00, 0.01, 0.00], [0.01, 0.00, -0.01], [-0.01, -0.02, 0.04], [-0.01, 0.01, -0.02], [-0.01, 0.00, 0.01], [0.02, 0.00, 0.01], [0.00, -0.01, -0.01], [-0.01, 0.01, -0.01], [0.02, 0.01, 0.01], [0.00, -0.03, 0.05], [-0.04, -0.01, 0.04], [-0.04, -0.01, 0.09], [0.01, -0.01, -0.02], [0.00, 0.01, -0.02], [0.00, 0.00, 0.01], [-0.01, -0.01, 0.01], [0.00, -0.01, -0.02], [0.00, 0.00, 0.00], [0.00, 0.00, 0.00], [0.00, 0.00, 0.00], [0.00, 0.00, 0.00], [0.00, -0.01, -0.01], [0.00, 0.00, 0.00], [0.00, 0.00, 0.00], [0.00, -0.01, 0.00], [0.01, 0.00, 0.00], [-0.01, 0.00, 0.01], [0.00, 0.00, 0.00], [0.00, 0.00, 0.00], [0.00, 0.00, 0.00], [0.04, 0.00, -0.07], [-0.48, -0.41, -0.20], [0.18, 0.10, -0.02], [0.00, 0.00, 0.04], [-0.06, 0.00, -0.03], [-0.03, 0.01, 0.02], [-0.05, 0.00, -0.04], [-0.02, 0.04, 0.01], [0.06, -0.02, -0.03], [-0.08, 0.01, -0.02], [-0.06, 0.00, 0.01], [-0.07, -0.02, 0.02], [0.00, -0.08, -0.02], [-0.09, 0.14, -0.03], [-0.16, -0.01, 0.20], [0.12, -0.02, -0.03], [-0.01, -0.01, 0.00], [0.02, 0.06, 0.06], [0.00, 0.01, -0.01], [0.00, -0.01, 0.00], [0.00, 0.00, 0.00], [0.00, 0.00, 0.00], [0.04, -0.01, -0.01], [0.01, 0.02, 0.02], [0.01, -0.04, -0.01], [-0.01, 0.01, 0.01], [-0.01, 0.01, 0.00], [0.04, 0.00, 0.02], [0.00, -0.02, 0.05], [0.08, 0.01, -0.05], [0.07, -0.04, -0.05], [-0.01, 0.11, -0.09], [0.01, -0.01, 0.01], [0.00, 0.00, 0.00], [0.00, 0.00, 0.00], [0.00, 0.00, 0.00], [0.00, -0.01, 0.01]], "lowdin_charge": [1.1869, 0.0227, -0.5716, 0.0211, -0.0081, -0.1669, -0.1597, -0.0155, -0.3993, -0.2910, -0.1862, -0.1281, -0.0642, -0.0474, -0.0309, -0.0210, -0.1346, -0.0110, -0.0752, -0.0907, -0.0724, -0.0172, -0.3657, -0.2820, -0.1233, -0.0135, -0.0768, -0.0919, -0.0714, -0.0202, -0.1348, -0.0278, -0.0659, -0.0880, -0.0745, -0.0470, 0.0938, 0.0959, 0.0865, 0.0974, 0.0865, 0.0932, 0.1413, 0.1588, 0.1296, 0.0996, 0.1157, 0.1143, 0.1032, 0.1166, 0.1023, 0.1003, 0.1028, 0.1169, 0.1144, 0.1009, 0.0991, 0.1041, 0.1178, 0.0993, 0.1043, 0.1002, 0.0984, 0.0725, -0.4169, 0.7540, -0.2252, -0.2411, -0.2125, -0.2391, -0.2209, -0.0967, -0.2392, -0.1957, 0.0545, -0.6558, 0.8005, 0.1158, -0.3631, 0.1608, -0.1730, -0.0083, -0.0623, -0.0724, -0.0639, -0.0317, 0.0752, 0.0555, 0.0823, 0.1087, 0.1108, 0.1256, 0.0782, 0.1260, 0.0839, 0.1284, 0.1087, 0.1065, 0.1083, 0.1119], "gap_ha": [0.2720, 0.2613], "multiplicity": 2}

Entry 2:
{"formula": "C42H42BrCl5N5O2PSSbZn", "method": "ωB97M-V/def2-TZVPD", "elements": ["Zn", "Br", "C", "C", "C", "C", "C", "C", "N", "C", "C", "C", "C", "C", "C", "N", "H", "H", "H", "H", "H", "H", "H", "H", "H", "Cl", "C", "C", "Cl", "C", "Cl", "C", "O", "C", "Cl", "C", "Cl", "S", "Sb", "C", "C", "C", "C", "C", "C", "C", "C", "C", "C", "C", "C", "C", "C", "C", "C", "C", "C", "H", "H", "H", "H", "H", "H", "H", "H", "H", "H", "H", "H", "H", "H", "H", "C", "N", "C", "P", "O", "N", "C", "C", "N", "C", "C", "H", "H", "H", "H", "H", "H", "H", "H", "H", "H", "H", "H", "H", "H", "H", "H", "H", "H"], "coordinates": [[1.2140, -0.3650, -0.8891], [0.0574, 1.9749, 6.1332], [0.8484, 1.4255, 4.5009], [0.0865, 1.4107, 3.3398], [0.6512, 0.9719, 2.1594], [1.9792, 0.5336, 2.1210], [2.7374, 0.5967, 3.2978], [2.1780, 1.0309, 4.4795], [2.4703, 0.1156, 0.8947], [3.6351, -0.3805, 0.7419], [4.1229, -0.7538, -0.5644], [5.4414, -1.1934, -0.7135], [5.8934, -1.5554, -1.9686], [5.0242, -1.4214, -3.0400], [3.7368, -0.9572, -2.8047], [3.2812, -0.6558, -1.6000], [-0.9363, 1.7535, 3.3631], [0.0756, 0.9781, 1.2440], [3.7755, 0.3048, 3.3023], [2.7778, 1.0780, 5.3767], [4.3182, -0.5720, 1.5680], [6.0916, -1.2449, 0.1456], [6.8971, -1.9269, -2.1094], [5.3314, -1.6791, -4.0423], [3.0478, -0.8383, -3.6299], [-3.4702, -3.3895, -5.6230], [-2.6349, -2.4096, -4.4838], [-1.3367, -2.7236, -4.0918], [-0.5364, -4.0740, -4.7880], [-0.6890, -1.9441, -3.1469], [0.9486, -2.2674, -2.7671], [-1.2934, -0.8480, -2.4915], [-0.7405, -0.2111, -1.5136], [-2.5752, -0.5069, -2.9951], [-3.3426, 0.9383, -2.4587], [-3.2295, -1.2654, -3.9544], [-4.7963, -0.8122, -4.4998], [0.7800, -2.2545, 0.5355], [-1.2507, -2.0850, 1.6578], [-2.6092, -0.4079, 1.9301], [-3.0833, 0.2428, 0.8081], [-4.0129, 1.2610, 0.9469], [-4.4503, 1.6382, 2.2045], [-3.9824, 0.9699, 3.3244], [-3.0742, -0.0680, 3.1900], [-2.4726, -3.6196, 0.7835], [-2.6009, -4.8348, 1.4351], [-3.3692, -5.8366, 0.8661], [-4.0069, -5.6202, -0.3450], [-3.8709, -4.4037, -0.9943], [-3.1008, -3.3987, -0.4322], [-0.3829, -2.7651, 3.5022], [0.4228, -3.8906, 3.3916], [1.1676, -4.3172, 4.4754], [1.1084, -3.6268, 5.6755], [0.3060, -2.5053, 5.7843], [-0.4310, -2.0662, 4.6957], [-2.7114, -0.0183, -0.1705], [-4.3837, 1.7554, 0.0640], [-5.1519, 2.4486, 2.3179], [-4.3220, 1.2503, 4.3094], [-2.7479, -0.5996, 4.0705], [-2.1144, -4.9950, 2.3881], [-3.4609, -6.7887, 1.3661], [-4.6072, -6.4019, -0.7835], [-4.3556, -4.2361, -1.9445], [-2.9986, -2.4520, -0.9462], [0.4905, -4.4132, 2.4445], [1.8093, -5.1788, 4.3754], [1.6989, -3.9491, 6.5187], [0.2613, -1.9534, 6.7108], [-1.0263, -1.1726, 4.7964], [2.4071, 5.0235, -2.7153], [2.3060, 3.9087, -1.8015], [3.1913, 3.9839, -0.6607], [0.9748, 2.9088, -1.7045], [1.4319, 1.5906, -1.1901], [0.3171, 2.7303, -3.2182], [-0.7533, 3.5195, -3.7797], [1.0087, 1.8896, -4.1690], [-0.1371, 3.5874, -0.6666], [-0.2150, 4.9934, -0.3455], [-1.3614, 2.8592, -0.4134], [3.4028, 5.0312, -3.1664], [2.2561, 5.9873, -2.2157], [1.6677, 4.9197, -3.5039], [4.2296, 3.9087, -0.9932], [2.9702, 3.1538, 0.0063], [3.0714, 4.9248, -0.1121], [-1.1728, 4.1669, -3.0171], [-1.5400, 2.8583, -4.1523], [-0.4001, 4.1375, -4.6119], [1.8085, 1.3656, -3.6486], [1.4388, 2.4804, -4.9855], [0.3158, 1.1579, -4.5950], [0.7278, 5.4795, -0.5697], [-0.4109, 5.0982, 0.7244], [-1.0161, 5.5016, -0.8919], [-1.2178, 1.8268, -0.7201], [-2.2012, 3.2731, -0.9779], [-1.6067, 2.9093, 0.6507]], "forces_ev_per_angstrom": [[-0.42, 0.11, -0.02], [0.06, -0.05, -0.17], [-0.09, -0.03, -0.04], [0.00, 0.12, 0.28], [0.43, -0.13, -0.10], [-0.38, 0.51, 1.13], [-0.11, -0.17, -0.42], [-0.14, 0.12, 0.18], [1.08, -0.40, -0.79], [-0.51, 0.40, 0.98], [0.75, -0.36, -0.66], [-0.40, 0.14, 0.08], [-0.21, 0.07, -0.16], [0.10, 0.03, 0.12], [0.18, -0.05, -0.46], [-0.11, -0.13, 0.35], [-0.11, 0.00, -0.01], [-0.08, 0.03, -0.08], [0.10, -0.01, 0.01], [-0.03, -0.03, 0.05], [0.01, 0.12, 0.05], [0.02, -0.04, 0.13], [0.07, 0.00, -0.02], [-0.03, 0.02, -0.05], [-0.05, -0.05, 0.02], [0.01, -0.02, 0.00], [0.04, 0.01, -0.01], [-0.15, 0.02, -0.07], [0.03, -0.04, -0.01], [-0.31, 0.08, -0.06], [0.31, -0.31, -0.24], [-0.29, -0.15, -0.13], [0.21, 0.25, -0.15], [0.03, -0.02, -0.12], [0.10, 0.25, 0.15], [-0.03, -0.28, -0.09], [0.00, 0.00, 0.01], [-0.55, 0.02, 0.04], [0.05, -0.48, 0.13], [0.72, -0.68, -0.14], [0.11, -0.04, -0.21], [0.00, -0.02, 0.00], [0.06, -0.01, 0.01], [0.01, -0.05, 0.07], [0.06, -0.10, 0.24], [0.34, 0.54, 0.51], [0.05, 0.04, 0.18], [-0.01, -0.10, -0.03], [0.05, -0.02, 0.04], [0.03, 0.04, -0.07], [0.01, 0.15, -0.06], [-0.57, 0.22, -0.37], [-0.05, -0.14, -0.23], [0.04, -0.07, -0.01], [0.00, 0.08, 0.01], [0.07, 0.07, 0.06], [-0.19, 0.10, 0.05], [0.01, 0.02, -0.06], [-0.07, 0.09, -0.11], [-0.12, 0.09, -0.01], [-0.07, 0.02, 0.10], [-0.01, 0.00, 0.06], [0.01, -0.09, 0.05], [-0.05, -0.08, 0.06], [-0.06, -0.08, -0.06], [-0.07, 0.02, -0.08], [0.00, 0.07, -0.08], [0.07, -0.05, 0.06], [0.03, -0.12, 0.00], [0.05, -0.07, 0.09], [0.00, 0.05, 0.10], [0.00, 0.09, 0.04], [0.04, 0.02, -0.17], [-0.87, -0.32, 0.09], [0.16, -0.13, 0.17], [-0.28, 0.85, -0.31], [0.13, -0.06, 0.06], [0.36, 0.30, 0.79], [-0.13, 0.03, 0.03], [0.10, -0.20, -0.05], [0.47, -0.11, -0.85], [0.15, 0.11, 0.08], [0.08, -0.19, 0.12], [-0.04, 0.05, -0.04], [-0.03, -0.03, 0.01], [-0.02, 0.06, -0.12], [0.03, 0.01, 0.06], [0.13, -0.01, 0.11], [-0.01, -0.01, -0.01], [-0.13, 0.11, 0.05], [-0.04, 0.06, 0.00], [0.01, 0.03, 0.02], [0.05, -0.10, -0.15], [0.00, -0.03, 0.02], [0.04, -0.04, -0.01], [0.07, 0.14, 0.01], [-0.01, 0.08, -0.01], [-0.02, 0.00, -0.03], [-0.20, -0.14, 0.08], [-0.06, 0.05, -0.03], [-0.01, -0.05, 0.02]], "nbo_charge": [1.6674, 0.0829, -0.0588, -0.2614, -0.1968, 0.1792, -0.2125, -0.2314, -0.4991, 0.1266, 0.1212, -0.2002, -0.1388, -0.2292, 0.0713, -0.5310, 0.2394, 0.2281, 0.2135, 0.2386, 0.1782, 0.2317, 0.2375, 0.2406, 0.2192, 0.0612, -0.1411, -0.0455, 0.0659, -0.1932, 0.0303, 0.4114, -0.8929, -0.1868, 0.0209, -0.0502, 0.0668, -0.8731, 1.6702, -0.2450, -0.2706, -0.2066, -0.1765, -0.2096, -0.2539, -0.2645, -0.2569, -0.2011, -0.1753, -0.2016, -0.2514, -0.2680, -0.2396, -0.2062, -0.1905, -0.1951, -0.2642, 0.2468, 0.2282, 0.2255, 0.2289, 0.2196, 0.2210, 0.2246, 0.2239, 0.2272, 0.2189, 0.2305, 0.2244, 0.2240, 0.2243, 0.2116, -0.4006, -0.8017, -0.4071, 2.4759, -1.2398, -0.8084, -0.3987, -0.4037, -0.8052, -0.3951, -0.4374, 0.2030, 0.1854, 0.2118, 0.1991, 0.2227, 0.1859, 0.2087, 0.2087, 0.1884, 0.2120, 0.1918, 0.2035, 0.2078, 0.2028, 0.1853, 0.2571, 0.1878, 0.1965], "gap_ha": 0.2385, "charge": 1}

What did we get for E? Answer: -148681.5354; -263513.8515 eV, in the order shown.
What did we get for max |F|? Answer: 0.74; 1.40 eV Å⁻¹, in the order shown.